(1)
A 7-piece molecular cluster, CH16O7 overall. Source: the OMol25 dataset; level of theory: wB97M-V/def2-TZVPD.

Results
Maximum force, eV Å⁻¹: 5.9
Orbital gap, eV: 10.7563
Total energy, Eh: -574.3268
SMILES: CO.O.O.O.O.O.O
Molar mass, Da: 140.1
Relative energy (zero: lowest compared OMol25 entry of this formula, charge and spin), kcal per mole: 32.08
Highest occupied orbital energy, eV: -10.46

Structure (ORCA input):
```
! RIJCOSX wB97M-V def2-TZVPD def2/J DEFGRID3
* xyz 0 1
C 1.198 -1.673 0.075
O 1.348 -1.373 1.404
H 0.919 -2.686 0.109
H 0.459 -0.919 -0.297
H 2.111 -1.605 -0.519
H 2.237 -1.610 1.809
O 0.330 1.499 1.543
H 1.077 1.648 2.061
H -0.027 0.540 1.704
O 0.357 2.756 -0.797
H 1.216 3.069 -0.974
H 0.456 2.202 -0.009
O -1.586 -0.870 2.452
H -0.810 -1.386 2.134
H -1.823 -1.043 3.290
O -0.591 0.417 -1.833
H -0.486 1.323 -2.206
H -1.528 0.422 -1.534
O 1.434 -1.375 -2.728
H 1.001 -1.248 -3.611
H 0.825 -0.754 -2.298
O -2.807 0.690 -0.264
H -2.907 0.432 0.734
H -2.402 1.545 -0.246
*
```

Atom-resolved charges from Mulliken, all expressed in e: C -0.2245; O -0.5501; H 0.3160; H -0.1989; H 0.4845; H 0.2814; O -0.6867; H 0.2985; H 0.2777; O -0.6229; H 0.2825; H 0.4294; O -0.5917; H 0.3273; H 0.2557; O -0.6611; H 0.2938; H 0.3236; O -0.6514; H 0.3056; H 0.3651; O -0.7077; H 0.3187; H 0.3352

(2)
C23H26FeN3O as an isolated structure. Source: the OMol25 dataset; level of theory: wB97M-V/def2-TZVPD.

Results
Maximum force, eV Å⁻¹: 2.8
Orbital gap (alpha / beta), eV: 2.2512 / 3.2776
Total energy, Eh: -2394.8729
<S²>: 6.10
Molar mass, Da: 416.3
Highest occupied orbital energy (alpha / beta), eV: 0.25 / -1.95

Structure (ORCA input):
```
! RIJCOSX wB97M-V def2-TZVPD def2/J DEFGRID3
* xyz -1 5
C -6.100 2.010 1.668
O -5.494 0.709 1.620
C -4.151 0.562 1.534
C -3.679 -0.778 1.534
C -2.335 -1.039 1.457
C -1.376 0.019 1.348
C -0.008 -0.231 1.066
C 1.003 0.775 1.316
C 1.391 1.411 2.599
C 2.287 2.496 2.317
C 2.463 2.573 0.875
C 1.711 1.520 0.272
Fe 2.969 0.796 1.593
C 4.271 0.041 0.349
C 3.405 -0.990 0.910
C 3.557 -0.958 2.353
C 4.500 0.087 2.684
C 4.945 0.706 1.454
C -1.884 1.364 1.446
C -3.235 1.641 1.486
H -7.158 1.773 1.714
H -5.793 2.556 2.561
H -5.883 2.595 0.773
H -4.420 -1.568 1.658
H -1.962 -2.069 1.456
H 0.316 -1.196 0.670
H 0.947 1.130 3.549
H 2.692 3.231 3.008
H 2.992 3.344 0.323
H 1.514 1.315 -0.770
H 4.441 0.216 -0.710
H 2.830 -1.719 0.347
H 3.138 -1.677 3.051
H 4.906 0.271 3.676
H 5.729 1.455 1.370
H -1.177 2.200 1.419
H -3.599 2.669 1.566
C -0.335 0.546 -2.506
C -0.345 -0.043 -3.915
N -0.074 -1.429 -3.649
C -0.144 -2.645 -4.409
C -0.087 -3.723 -3.330
N -0.028 -2.993 -2.089
C -0.041 -1.647 -2.310
N -0.036 -0.558 -1.567
H 0.362 1.395 -2.423
H -1.355 0.924 -2.306
H -1.316 0.104 -4.389
H 0.404 0.388 -4.571
H -1.064 -2.722 -5.001
H 0.720 -2.764 -5.077
H -0.945 -4.388 -3.378
H 0.807 -4.333 -3.434
H -0.276 -3.349 -1.186
*
```

Atom-resolved charges from Mulliken, all expressed in e: C -0.8391; O -0.4584; C 0.8891; C -0.6156; C -0.6104; C 0.8100; C -0.8267; C 1.4757; C -0.7921; C -0.7835; C -0.7121; C 0.2761; Fe -0.8399; C -0.6717; C -0.4857; C -0.8332; C -0.7104; C -0.7559; C -0.5959; C -0.5315; H 0.2374; H 0.3321; H 0.3229; H 0.3572; H 0.3653; H 0.1442; H 0.5322; H 0.4007; H 0.4315; H 0.4045; H 0.4514; H 0.6192; H 0.4492; H 0.4126; H 0.4377; H 0.3226; H 0.3365; C -0.5475; C -0.6100; N 0.1474; C -0.5325; C -0.5933; N -0.1194; C -0.1785; N -0.0286; H 0.3845; H 0.2263; H 0.2446; H 0.2821; H 0.2789; H 0.2516; H 0.3180; H 0.3001; H 0.2298

(3)
An isolated ion of composition C3H10N4 and charge +2. Source: the OMol25 dataset; level of theory: wB97M-V/def2-TZVPD.

Results
Maximum force, eV Å⁻¹: 5.4
Orbital gap, eV: 11.0310
Total energy, Eh: -338.6229
SMILES: [NH2+]=C1C[NH2+]NCN1
Molar mass, Da: 102.1
Relative energy (zero: lowest compared OMol25 entry of this formula, charge and spin), kcal per mole: 57.79
Highest occupied orbital energy, eV: -19.84

Structure (ORCA input):
```
! RIJCOSX wB97M-V def2-TZVPD def2/J DEFGRID3
* xyz 2 1
N -2.225 -0.006 0.394
C -0.969 0.008 -0.110
C -0.307 -1.332 -0.353
N 1.224 -1.010 -0.154
N 1.580 0.229 0.492
C 1.109 1.348 -0.171
N -0.346 1.211 -0.300
H -2.915 -0.680 0.207
H -2.524 0.936 0.684
H -0.595 -1.866 0.592
H -0.628 -1.921 -1.142
H 1.556 -1.814 0.319
H 1.657 -1.085 -1.119
H 1.283 0.186 1.494
H 1.635 1.436 -1.159
H 1.317 2.256 0.398
H -0.853 2.103 -0.072
*
```

Atom-resolved charges from Mulliken, all expressed in e: N -0.3114; C 0.5571; C -0.5548; N -0.0242; N -0.3974; C -0.5546; N -0.1990; H 0.2704; H 0.2491; H 0.3607; H 0.4694; H 0.3602; H 0.4108; H 0.3173; H 0.3288; H 0.3983; H 0.3193

(4)
A 6-piece molecular cluster, H12O6 overall. Source: the OMol25 dataset; level of theory: wB97M-V/def2-TZVPD.

Results
Maximum force, eV Å⁻¹: 5.0
Orbital gap, eV: 10.8575
Total energy, Eh: -458.5666
SMILES: O.O.O.O.O.O
Molar mass, Da: 108.1
Relative energy (zero: lowest compared OMol25 entry of this formula, charge and spin), kcal per mole: 66.42
Highest occupied orbital energy, eV: -10.59

Structure (ORCA input):
```
! RIJCOSX wB97M-V def2-TZVPD def2/J DEFGRID3
* xyz 0 1
O 0.918 1.494 -0.369
H 0.399 0.677 -0.165
H 1.770 1.599 0.083
O 3.139 0.644 0.418
H 2.760 -0.047 0.874
H 4.042 0.744 0.781
O 4.830 -0.900 -0.548
H 5.514 -1.463 -0.922
H 5.129 -0.432 0.171
O -3.429 3.532 -0.750
H -2.914 2.762 -0.563
H -2.697 4.165 -0.793
O -2.900 -2.941 -1.409
H -2.640 -2.308 -0.725
H -3.251 -3.812 -1.052
O -3.372 -1.159 1.366
H -3.112 -0.934 2.182
H -4.187 -1.622 1.421
*
```

Atom-resolved charges from Mulliken, all expressed in e: O -0.6445; H 0.2875; H 0.3758; O -0.6618; H 0.3083; H 0.3099; O -0.5311; H 0.2947; H 0.2610; O -0.6309; H 0.3070; H 0.3237; O -0.6555; H 0.3305; H 0.3186; O -0.5826; H 0.2810; H 0.3084

(5)
One molecule with the formula C11H10Br2N4O3. Source: the OMol25 dataset; level of theory: wB97M-V/def2-TZVPD.

Results
Maximum force, eV Å⁻¹: 4.1
Orbital gap, eV: 8.4320
Total energy, Eh: -6017.8916
SMILES: Cn1c(C(=O)NNC(=O)Nc2ccco2)cc(Br)c1Br
Molar mass, Da: 406.0
Relative energy (zero: lowest compared OMol25 entry of this formula, charge and spin), kcal per mole: 0.00
Highest occupied orbital energy, eV: -8.03

Structure (ORCA input):
```
! RIJCOSX wB97M-V def2-TZVPD def2/J DEFGRID3
* xyz 0 1
C -3.258 3.520 -1.385
N -1.942 3.277 -1.997
C -1.095 2.177 -1.730
C -1.237 1.135 -0.705
O -2.175 1.094 0.086
N -0.260 0.176 -0.517
N -0.394 -0.869 0.489
C 0.688 -1.590 0.892
O 1.807 -1.353 0.391
N 0.529 -2.426 1.971
C 1.426 -3.362 2.464
C 2.619 -3.745 1.904
C 3.197 -4.688 2.822
C 2.316 -4.834 3.847
O 1.201 -4.089 3.621
C 0.046 2.405 -2.441
C -0.095 3.611 -3.176
Br 1.157 4.263 -4.464
C -1.331 4.124 -2.887
Br -2.074 5.671 -3.734
H -3.779 4.282 -1.942
H -3.070 3.863 -0.369
H -3.878 2.621 -1.407
H 0.616 0.332 -1.024
H -1.332 -0.992 0.926
H -0.328 -2.289 2.458
H 3.056 -3.359 0.965
H 4.152 -5.206 2.732
H 2.485 -5.532 4.705
H 0.954 1.785 -2.495
*
```

Atom-resolved charges from Mulliken, all expressed in e: C -0.8779; N 0.0992; C 0.3919; C 0.5307; O -0.7189; N -0.0989; N -0.4267; C 0.5780; O -0.6871; N -0.0484; C 0.1268; C -0.0950; C -0.5265; C -0.3438; O -0.3907; C -0.2791; C -0.5882; Br -0.1733; C 0.3594; Br -0.1146; H 0.3467; H 0.2932; H 0.2907; H 0.2895; H 0.2919; H 0.2356; H 0.4067; H 0.3608; H 0.3752; H 0.3928

(6)
One molecule with the formula CH2ClFO. Source: the OMol25 dataset; level of theory: wB97M-V/def2-TZVPD.

Results
Maximum force, eV Å⁻¹: 7.0
Orbital gap (alpha / beta), eV: 6.0481 / 8.3482
Total energy, Eh: -674.3446
<S²>: 2.01
Molar mass, Da: 84.5
Relative energy (zero: lowest compared OMol25 entry of this formula, charge and spin), kcal per mole: 35.92
Highest occupied orbital energy (alpha / beta), eV: -5.31 / -11.65

Structure (ORCA input):
```
! RIJCOSX wB97M-V def2-TZVPD def2/J DEFGRID3
* xyz 0 3
C -0.242 -0.302 0.387
O 0.967 0.782 -0.241
F -0.037 -1.510 -0.187
Cl -1.682 0.477 -0.029
H 0.167 -0.332 1.349
H 0.827 0.885 -1.280
*
```

Atom-resolved charges from Mulliken, all expressed in e: C -0.0216; O -0.2220; F -0.2322; Cl -0.1239; H 0.2521; H 0.3475

(7)
One molecule with the formula C5H7P. Source: the OMol25 dataset; level of theory: wB97M-V/def2-TZVPD.

Results
Maximum force, eV Å⁻¹: 3.5
Orbital gap, eV: 8.9034
Total energy, Eh: -535.9839
SMILES: C[C@@H]1C=CP=C1
Molar mass, Da: 98.1
Relative energy (zero: lowest compared OMol25 entry of this formula, charge and spin), kcal per mole: 19.21
Highest occupied orbital energy, eV: -8.69

Structure (ORCA input):
```
! RIJCOSX wB97M-V def2-TZVPD def2/J DEFGRID3
* xyz 0 1
C -1.457 -0.473 -0.518
C -0.260 -0.319 0.440
C 0.185 1.089 0.179
C 1.494 1.272 -0.015
P 2.329 -0.335 -0.249
C 0.930 -1.205 0.146
H -2.230 -0.312 0.192
H -1.484 -1.462 -0.960
H -1.286 0.220 -1.250
H -0.520 -0.580 1.559
H -0.328 2.045 0.305
H 1.732 2.301 -0.284
H 0.895 -2.242 0.456
*
```

Atom-resolved charges from Mulliken, all expressed in e: C -1.2887; C 0.7276; C -0.7206; C -0.4569; P -0.1785; C -0.5658; H 0.3086; H 0.3269; H 0.4459; H 0.3385; H 0.3084; H 0.3711; H 0.3835

(8)
One molecule with the formula C6H12O. Source: the OMol25 dataset; level of theory: wB97M-V/def2-TZVPD.

Results
Maximum force, eV Å⁻¹: 0.9
Orbital gap, eV: 11.1034
Total energy, Eh: -311.0111
SMILES: CC(C)[C@H]1O[C@H]1C
Molar mass, Da: 100.2
Relative energy (zero: lowest compared OMol25 entry of this formula, charge and spin), kcal per mole: 30.22
Highest occupied orbital energy, eV: -10.00

Structure (ORCA input):
```
! RIJCOSX wB97M-V def2-TZVPD def2/J DEFGRID3
* xyz 0 1
C 1.188 1.021 -1.532
C 0.697 0.183 -0.351
C 1.623 0.246 0.851
C -0.703 0.662 -0.054
O -1.598 0.149 -1.031
C -1.800 -0.222 0.341
C -1.554 -1.639 0.828
H 2.179 0.700 -1.867
H 0.490 0.933 -2.372
H 1.246 2.080 -1.251
H 0.606 -0.855 -0.694
H 1.687 1.270 1.236
H 2.632 -0.076 0.575
H 1.266 -0.402 1.660
H -0.776 1.728 0.195
H -2.737 0.259 0.600
H -0.745 -2.102 0.257
H -2.445 -2.261 0.721
H -1.256 -1.672 1.888
*
```

Atom-resolved charges from Mulliken, all expressed in e: C -1.5899; C 0.7478; C -1.4559; C -0.1726; O -0.4797; C 0.0117; C -1.2399; H 0.4047; H 0.3659; H 0.3517; H 0.1333; H 0.3349; H 0.3933; H 0.3203; H 0.4593; H 0.4558; H 0.3324; H 0.3643; H 0.2626